1.
Entry from the Open Molecules 2025 dataset: one molecule with the formula C20H27N3O4S in a non-equilibrium geometry (ωB97M-V/def2-TZVPD).

## Properties
Relative energy (zero: lowest compared OMol25 entry of this formula, charge and spin) = 1.3499 eV
Highest occupied orbital energy = -7.58 eV
Molar mass = 405.52 g mol⁻¹
Structure (SMILES) = CCOc1cc(NC(=S)NCC(C)C)c(OCC)cc1NC(=O)c1ccco1
Net charge = 0
Gap between HOMO and LUMO = 8.0 eV

The geometry in XYZ format:
```
55
Properties=species:S:1:pos:R:3:forces:R:3:nbo_charge:R:1
C -2.749 2.047 1.368 0.0536 -0.3250 -0.2735 -0.64
C -3.079 0.820 0.527 -0.3223 0.2062 0.3905 -0.06
O -2.150 0.583 -0.526 0.5049 -0.1949 -0.2245 -0.54
C -0.903 0.129 -0.121 0.0035 -0.2316 0.0604 0.30
C 0.117 1.023 0.162 -0.0316 -0.2061 0.0044 -0.32
C 1.381 0.576 0.526 -0.2590 -0.3968 -0.1550 0.16
N 2.433 1.432 0.840 0.1764 -0.2025 0.1145 -0.62
C 2.727 2.674 0.364 0.1293 -0.0513 -0.0299 0.30
S 3.897 3.550 1.141 0.4955 0.3247 0.3962 -0.28
N 2.081 3.105 -0.732 -0.2838 -0.4944 0.0374 -0.61
C 2.199 4.433 -1.274 -0.0506 0.6159 -0.1533 -0.23
C 0.907 5.254 -1.122 0.0199 -0.2596 0.0509 -0.22
C 0.516 5.375 0.349 0.1166 0.1550 -0.2270 -0.61
C -0.235 4.665 -1.948 0.2292 0.2617 0.0572 -0.61
C 1.600 -0.811 0.667 -0.1938 0.3880 -0.1809 0.28
O 2.845 -1.161 1.087 -0.0923 0.2824 -0.0319 -0.51
C 3.138 -2.532 1.297 0.2237 -0.3757 0.1131 -0.06
C 4.568 -2.620 1.804 -0.3956 0.1476 -0.1544 -0.62
C 0.583 -1.704 0.379 0.1961 -0.1159 0.0809 -0.31
C -0.665 -1.247 -0.036 0.1466 0.4473 0.1151 0.10
N -1.710 -2.099 -0.379 -0.4577 0.2016 -0.1982 -0.60
C -1.764 -3.460 -0.325 -0.0232 0.3766 0.0090 0.64
O -0.871 -4.184 0.072 -0.0658 -0.1095 -0.0319 -0.61
C -3.051 -3.994 -0.795 -0.0836 -1.3202 0.0260 0.15
C -3.469 -5.296 -0.895 0.4762 0.8212 0.1441 -0.24
C -4.785 -5.250 -1.402 -0.2461 0.5251 -0.1157 -0.31
C -5.074 -3.930 -1.574 -0.3774 -0.7461 -0.1130 0.12
O -4.038 -3.161 -1.212 0.2680 0.4144 0.0856 -0.40
H -3.553 2.224 2.076 -0.0770 0.0302 0.1043 0.22
H -2.643 2.922 0.731 0.0102 0.1167 -0.0416 0.21
H -1.825 1.896 1.922 0.0398 0.0481 0.0811 0.22
H -4.035 0.960 0.015 0.0634 -0.0752 0.1096 0.19
H -3.147 -0.065 1.175 -0.0160 0.0370 -0.1248 0.17
H -0.099 2.078 0.124 -0.0316 0.1035 -0.0056 0.23
H 3.125 1.043 1.468 -0.0591 0.2678 -0.0835 0.44
H 1.485 2.455 -1.221 0.0480 -0.0162 0.0618 0.40
H 3.012 4.925 -0.736 -0.0779 -0.0990 -0.1792 0.25
H 2.468 4.364 -2.334 0.0338 -0.0022 0.0637 0.19
H 1.128 6.255 -1.507 0.0376 -0.0398 -0.0122 0.20
H 1.338 5.788 0.927 0.0535 0.0185 0.1371 0.23
H -0.349 6.025 0.461 -0.1226 0.0463 0.0429 0.21
H 0.268 4.401 0.766 -0.0376 -0.1179 0.0826 0.20
H -1.105 5.317 -1.902 -0.1438 -0.0016 -0.0147 0.21
H 0.057 4.563 -2.991 -0.0289 -0.0417 -0.1481 0.21
H -0.532 3.686 -1.577 -0.0774 -0.1661 0.0572 0.19
H 3.031 -3.085 0.354 -0.0666 0.0703 0.0952 0.18
H 2.442 -2.955 2.033 0.0118 0.0498 -0.1240 0.18
H 4.836 -3.659 1.968 0.0483 -0.1091 0.0246 0.22
H 5.248 -2.186 1.076 0.0916 0.0067 -0.0537 0.22
H 4.668 -2.074 2.738 0.0359 0.0191 0.0972 0.21
H 0.731 -2.767 0.458 0.0543 -0.0374 0.0113 0.27
H -2.519 -1.615 -0.754 0.1110 -0.1488 0.0424 0.43
H -2.895 -6.161 -0.634 0.1863 -0.1332 0.0775 0.25
H -5.427 -6.081 -1.610 -0.1882 -0.1195 -0.0668 0.23
H -5.952 -3.430 -1.934 -0.0556 0.1556 -0.0305 0.21
```
Positions in Å, forces in eV/Å.



2.
Entry from the Open Molecules 2025 dataset: a 3-piece molecular cluster, FH2N2O2S overall in a non-equilibrium geometry (ωB97M-V/def2-TZVPD).

## Properties
Relative energy (zero: lowest compared OMol25 entry of this formula, charge and spin) = 0.0962 eV
Highest occupied orbital energy = -3.40 eV
Molar mass = 113.09 g mol⁻¹
Net charge = -1
Gap between HOMO and LUMO = 7.3 eV

The geometry in XYZ format:
```
8
Properties=species:S:1:pos:R:3:forces:R:3:nbo_charge:R:1
N -2.294 0.269 -0.078 0.0509 1.7479 0.3045 0.45
N -2.040 1.323 0.150 0.5003 0.9538 0.1804 -0.11
O -2.664 -0.795 -0.320 -0.6794 -2.6503 -0.5157 -0.35
O 0.447 -0.036 1.051 -0.2000 -0.2117 0.1819 -0.90
F 2.853 0.340 -0.835 -0.5491 -0.3592 0.1958 -0.78
S 0.687 -1.240 -0.157 -0.2920 -0.1522 0.1771 -0.12
H 1.101 0.634 0.830 0.2086 0.1396 -0.0892 0.48
H 1.911 -0.497 -0.641 0.9607 0.5321 -0.4349 0.32
```
Positions in Å, forces in eV/Å.